Density functional theory data (ωB97M-V/def2-TZVPD) for a structure of composition C52H116HgN6O4.

Positions of all 179 atoms, in Å:
1 Hg -2.16060 3.86999 2.13153
2 O -0.31825 3.44903 3.43019
3 O -1.89461 4.54537 4.40984
4 O -1.37605 2.71258 0.46803
5 O 0.11099 4.24788 5.48119
6 N -5.24614 -2.41257 0.12987
7 N 3.94437 -0.17017 -6.48322
8 N -2.80215 5.00482 -3.10013
9 N 3.77654 1.63416 1.65199
10 N -0.90771 0.47699 6.84679
11 N 1.99364 -4.65141 0.72405
12 C -1.88207 -0.60295 6.37841
13 C -4.27211 -2.97275 1.11146
14 C 3.69583 2.17719 0.24293
15 C 0.18586 0.75335 5.85391
16 C 2.19871 -0.09508 -4.76616
17 C -6.78903 -4.49710 0.56309
18 C -3.82421 4.78524 -1.99221
19 C 2.22818 -6.65733 2.27335
20 C 6.14828 -1.43689 -6.93782
21 C -3.10075 1.95240 -5.35222
22 C -4.55409 -1.74604 -1.06438
23 C 3.48437 1.30230 -6.30796
24 C 5.25295 1.54961 2.05823
25 C -5.23796 -0.38285 -1.19908
26 C 3.36410 0.20985 1.85009
27 C -0.28782 -0.00952 8.14869
28 C -0.39630 1.65530 0.57141
29 C -7.62757 -5.55092 -0.16376
30 C 3.33779 -0.69020 -7.73660
31 C -3.61384 3.11997 -4.49017
32 C 7.65368 -1.24635 -7.00830
33 C 5.22282 0.68368 3.32924
34 C 5.47563 -0.13904 -6.56440
35 C -1.63204 1.74915 7.39541
36 C 1.60906 -5.41860 -0.51545
37 C 1.00131 -3.10836 -0.95876
38 C -2.65557 -0.20821 5.12116
39 C 1.54011 -4.41972 -1.64125
40 C 0.22019 1.23893 8.85796
41 C -0.17568 1.04180 -0.79891
42 C 3.02945 2.56777 2.59697
43 C -2.64158 7.45152 -3.57082
44 C -3.20496 6.13916 -4.07836
45 C -0.78135 0.63118 1.63608
46 C -3.30209 -1.41617 4.44125
47 C -0.62117 2.39682 8.32421
48 C 2.12818 1.15862 -5.61555
49 C -0.73505 4.07220 4.46203
50 C 4.16693 2.14045 -2.20292
51 C 4.29738 1.32733 -0.89597
52 C 2.16677 -6.97649 3.78875
53 C -1.56504 5.63119 -2.38472
54 C -6.08393 -3.62555 -0.44794
55 C -2.43031 3.67495 -3.69439
56 C 1.49958 -5.35042 1.99997
57 C -6.61109 -0.53215 -0.50767
58 C 3.52384 -0.77770 -5.13823
59 C -1.88192 7.09296 -2.29404
60 C 3.98346 -0.22623 3.20234
61 C 3.47300 -4.39811 0.69520
62 C 1.26149 -3.31217 0.54784
63 C -6.23474 -1.41040 0.67820
64 H -1.21056 2.93437 9.06608
65 H 3.22045 -0.18688 3.98232
66 H 1.09764 1.16935 6.28291
67 H -1.90598 2.34052 6.52465
68 H 4.22331 1.75447 -5.65029
69 H 0.48582 -0.76770 8.01572
70 H 4.24081 3.21736 -2.03171
71 H -0.19558 1.39591 5.06649
72 H -6.94782 0.48389 -0.32823
73 H 5.84530 -1.82521 -7.91549
74 H 8.20478 -2.12494 -7.32976
75 H -0.08620 3.09484 7.68394
76 H 1.26270 1.36202 8.55721
77 H 4.27416 -0.50986 -4.40338
78 H 3.77189 -4.18954 1.72219
79 H -7.35459 -3.97308 1.33672
80 H -7.45058 -5.60132 -1.23974
81 H -8.69923 -5.52282 0.02347
82 H 5.78385 0.64879 -7.25461
83 H 4.85920 1.88501 -3.00374
84 H 1.97928 -6.07707 4.37836
85 H -3.37903 8.23151 -3.40904
86 H 5.62027 2.54658 2.29354
87 H 0.57403 -0.20315 5.49821
88 H -1.09543 0.65086 -1.23339
89 H -1.43292 5.03961 -1.47372
90 H 5.86738 -2.26595 -6.27963
91 H -1.11317 1.06317 2.57468
92 H -3.86459 5.64748 -1.32591
93 H -3.40227 3.92501 -1.47901
94 H 0.31129 -3.36319 1.07149
95 H -2.04360 0.39257 4.44487
96 H -7.30635 -1.07424 -1.14748
97 H -5.26977 -4.17372 -0.92290
98 H 8.06404 -0.96206 -6.03222
99 H 2.91567 1.94038 3.47786
100 H -4.68531 0.39007 -0.65167
101 H 1.91366 2.01650 -4.97043
102 H 3.44019 1.79559 -7.27361
103 H -4.31859 2.82523 -3.70946
104 H 3.24511 -6.68858 1.89538
105 H 0.41984 -5.43677 1.92264
106 H 4.17236 -1.30199 3.24425
107 H -2.58934 -0.73319 7.19460
108 H 3.64225 -1.72941 -7.84048
109 H 0.60305 0.28647 -0.66164
110 H 3.69125 -0.38829 1.00267
111 H -2.47968 7.36035 -1.42137
112 H -5.31819 0.06579 -2.18918
113 H -4.16141 3.83315 -5.10275
114 H 5.79850 0.21486 -5.58456
115 H -1.08896 -0.55406 8.65062
116 H 3.67165 -3.62719 -0.04118
117 H 4.05127 3.20538 0.31802
118 H 1.59527 -7.45295 1.87885
119 H 1.37929 -0.78825 -4.97431
120 H 1.46054 -2.19155 -1.32395
121 H -1.63938 0.06176 1.24548
122 H -3.62665 -3.65573 0.55714
123 H -7.36800 -6.56020 0.16392
124 H -2.14113 2.97598 -2.90501
125 H 3.60725 0.48955 -1.00511
126 H -5.63675 -0.81519 1.37867
127 H 0.27547 1.00532 9.91994
128 H -7.04001 -1.78590 1.30411
129 H 0.16563 1.82778 -1.47623
130 H 1.40021 -7.71871 4.01048
131 H 6.21404 0.23162 3.35295
132 H -3.03625 1.02201 -4.78056
133 H -0.01253 -0.14665 1.68551
134 H 2.63516 2.28453 -0.00589
135 H 5.85122 1.09067 1.27895
136 H -2.92474 5.82174 -5.08037
137 H 3.71657 3.35771 2.89649
138 H -1.28800 -1.50549 6.24782
139 H 2.25680 -0.58972 -7.79555
140 H -2.45997 1.24280 7.88890
141 H -0.70872 5.28423 -2.96627
142 H -6.05875 -5.02995 1.17871
143 H 0.70771 -6.01210 -0.35729
144 H 0.88544 -4.65294 -2.47746
145 H -4.83338 -2.30020 -1.95588
146 H 3.38112 -1.81735 -5.42373
147 H 3.18536 2.09373 -2.69081
148 H 5.09548 1.17093 4.29570
149 H 1.79268 -4.58760 2.72749
150 H 2.11688 2.98989 2.19327
151 H -3.63940 -2.17920 1.50379
152 H 0.41511 2.24540 1.01973
153 H 1.93236 -2.56661 0.96799
154 H -4.84979 4.74397 -2.35156
155 H 2.51289 -4.26402 -2.10906
156 H 1.28794 1.22374 -6.30760
157 H 4.01572 -5.30386 0.43446
158 H -3.88593 -2.01110 5.14411
159 H 5.34603 1.09669 -0.73217
160 H -2.06621 2.13884 -5.65157
161 H -1.88696 7.84908 -4.24893
162 H 2.36991 -6.18682 -0.65537
163 H 7.94158 -0.38951 -7.62155
164 H -3.66258 1.77337 -6.26490
165 H -3.50899 -1.67873 -0.78108
166 H -1.49684 3.80312 -4.24581
167 H -3.50234 0.44254 5.35251
168 H -4.75087 -3.56561 1.88349
169 H -2.61630 -2.14358 3.99165
170 H -0.06687 -3.04783 -1.15881
171 H 2.07378 0.11761 -3.70392
172 H -4.29385 6.10502 -4.04879
173 H 2.27212 0.17144 1.84687
174 H 3.05060 -7.45855 4.20682
175 H -3.94244 -1.09172 3.61937
176 H -6.71395 -3.15681 -1.19955
177 H 0.94615 3.95177 5.08883
178 H 3.77693 -0.10542 -8.54294
179 H -0.98436 7.70783 -2.23458

HOMO: -21.476 eV
HOMO-LUMO gap: 0.28945 Eh
Total charge: +6
Calculated total energy: -77047.6637 eV